# 1
Below is a molecular structure, C21H23N7O2PdS2, with properties calculated with ωB97M-V with the def2-TZVPD basis set.

Each line ends with the natural charge from an NBO analysis.
Element x y z (Å)
Pd: -0.03448 0.09376 -0.12131  0.83
N: -3.69077 -0.78191 -0.70323  -0.79
C: -2.96241 -1.14446 0.36785  0.28
N: -1.78189 -0.65332 0.67439  -0.57
C: -1.25077 -1.23482 1.81645  0.08
C: -2.03445 -2.20564 2.36110  -0.41
S: -3.48746 -2.40486 1.45415  0.47
C: -0.08632 -0.58942 2.40365  0.15
C: 0.52343 -0.85098 3.59300  -0.42
S: 1.63837 0.40160 4.00131  0.48
C: 1.21099 1.23423 2.53287  0.29
N: 0.32922 0.58718 1.80348  -0.56
N: 1.72291 2.42263 2.18196  -0.77
H: -3.46359 0.07749 -1.18090  0.41
H: -4.64794 -1.09316 -0.75962  0.42
H: -1.84858 -2.79769 3.23337  0.27
H: 0.38923 -1.69195 4.24359  0.27
H: 2.32159 2.91781 2.82099  0.42
H: 1.22394 2.95228 1.48375  0.42
O: -2.53199 -0.98479 -6.37075  -0.71
C: -2.61135 -1.93123 -5.34216  -0.10
C: -1.78643 -1.49750 -4.16975  0.03
C: -1.57074 -2.36437 -3.08391  -0.14
C: -0.90912 -1.87963 -1.97645  0.06
N: -0.38785 -0.65311 -1.91492  -0.39
C: -0.39448 0.13854 -3.03444  0.03
C: -1.19526 -0.25531 -4.13827  -0.12
C: 1.65505 1.29773 -2.18637  0.06
C: 2.97364 1.20379 -2.84191  -0.19
C: 3.97573 2.06057 -2.54570  -0.01
C: 5.25220 2.00797 -3.33685  -0.09
O: 4.98878 1.38777 -4.57188  -0.73
C: 3.76336 3.08374 -1.55790  -0.19
C: 2.62611 3.12747 -0.83366  -0.01
N: 1.60134 2.21460 -1.03388  -0.27
H: -2.99534 -1.31039 -7.15083  0.50
H: -2.25595 -2.91957 -5.66851  0.21
H: -3.64795 -2.04783 -4.98673  0.20
H: -1.92889 -3.37922 -3.10731  0.26
H: -0.76081 -2.51584 -1.10627  0.24
H: -1.31925 0.39395 -4.98706  0.27
H: 3.09738 0.46812 -3.61807  0.25
H: 6.00531 1.44254 -2.76398  0.20
H: 5.63591 3.02818 -3.47574  0.19
H: 5.79534 1.35851 -5.09983  0.50
H: 4.52302 3.83188 -1.39938  0.24
H: 2.41723 3.91804 -0.13066  0.21
C: 1.30445 1.53229 -5.51642  -0.59
C: 0.54884 2.12429 -4.30415  -0.51
C: 0.50648 1.21334 -3.12589  0.44
N: 1.58954 0.86461 -0.82680  -0.36
H: 1.08404 2.12261 -6.39942  0.25
H: 0.99379 0.50736 -5.69966  0.21
H: 2.37995 1.56059 -5.36798  0.25
H: -0.47333 2.35113 -4.60907  0.25
H: 1.03697 3.05790 -4.02020  0.27

Results
- calculated total energy (eV) = -61808.0760
- highest occupied orbital energy (spin up / spin down) (Eh) = -0.4787 / -0.4789
- net charge = +2
- 2S+1 = 1
- energy relative to the best compared isomer or geometry (same formula, charge and spin) (kJ/mol) = 185.2
- orbital gap (spin up / spin down) (Eh) = 0.1618 / 0.1622



# 2
Below is a molecular structure, C21H23N8O2S3SbSc, with properties calculated with ωB97M-V with the def2-TZVPD basis set.

Each line ends with the Mulliken spin population.
Element x y z (Å)
Sc: -0.10916 -0.23888 -0.40285  0.00
N: -3.21269 -1.72014 0.17142  0.00
C: -2.23852 -2.51661 0.72067  -0.03
N: -2.64859 -3.48648 1.52119  0.08
C: -1.64904 -4.22450 2.04963  0.01
N: -2.03690 -5.25231 2.84852  0.01
N: -0.35767 -4.06042 1.84118  0.06
C: -0.03130 -3.02813 1.03694  0.14
N: -0.96627 -2.22253 0.42801  0.07
C: 1.32263 -2.70370 0.79815  0.21
C: 2.39819 -3.48844 1.28165  0.04
C: 3.67745 -3.14624 0.96884  0.08
C: 3.91344 -2.00293 0.15793  0.13
C: 2.84224 -1.26671 -0.25784  -0.03
N: 1.56020 -1.56809 0.05131  0.17
H: -4.14051 -2.09570 0.28895  0.00
H: -2.99160 -1.36756 -0.74977  0.00
H: -2.98256 -5.23518 3.18547  0.00
H: -1.32775 -5.67949 3.41684  0.00
H: 2.16398 -4.35358 1.88465  0.02
H: 4.50670 -3.74137 1.32836  0.01
H: 4.91349 -1.70827 -0.12492  0.01
H: 2.97367 -0.38329 -0.87042  0.02
O: 0.75666 0.18943 -2.17062  0.01
C: 1.03485 1.29534 -2.82296  0.00
C: 0.97924 1.32647 -4.22771  0.00
C: 1.20776 2.49278 -4.92767  0.00
C: 1.50705 3.67655 -4.25716  0.00
C: 1.60427 3.65588 -2.88103  0.00
C: 1.39565 2.48197 -2.15246  0.00
C: 1.62254 2.44676 -0.71444  0.00
N: 1.22215 1.52108 0.14618  0.00
C: 1.73410 1.87537 1.37780  0.00
C: 2.44560 3.02024 1.26115  0.00
N: 2.36309 3.37450 -0.06681  0.00
H: 0.74591 0.40486 -4.74626  0.00
H: 1.14492 2.48671 -6.00886  0.00
H: 1.65988 4.59724 -4.80274  0.00
H: 1.82386 4.58091 -2.35942  0.00
H: 1.53692 1.28885 2.25564  0.00
H: 2.98715 3.60507 1.98178  0.00
H: 2.82193 4.15302 -0.50350  0.00
S: -1.70209 3.36093 0.24182  0.00
Sb: -2.76739 1.45324 1.37239  0.00
S: -2.08646 1.70117 -0.99759  0.00
S: -0.98315 0.25866 2.16201  0.00
C: -1.96270 -1.51139 -4.42775  0.00
C: -0.74326 -2.34752 -4.04920  0.00
C: -0.88108 -2.45713 -2.54360  0.01
O: -1.53364 -1.22497 -2.12050  0.00
C: -2.02348 -0.51400 -3.28573  0.00
H: -2.86131 -2.13117 -4.44949  0.00
H: -1.86445 -1.01440 -5.39187  0.00
H: 0.17650 -1.81597 -4.29463  0.00
H: -0.72283 -3.32507 -4.52805  0.00
H: 0.07564 -2.53978 -2.03002  -0.01
H: -1.51849 -3.29100 -2.24175  0.00
H: -1.37511 0.34309 -3.46347  0.00
H: -3.02948 -0.15908 -3.06132  0.00

Results
- calculated total energy (eV) = -97918.2064
- highest occupied orbital energy (spin up / spin down) (Eh) = -0.1933 / -0.2902
- expectation value of S² = 0.76
- 2S+1 = 2
- energy relative to the best compared isomer or geometry (same formula, charge and spin) (kJ/mol) = 14.0
- orbital gap (spin up / spin down) (Eh) = 0.1963 / 0.2916



# 3
Below is C21H23NO4S in the gas phase, with properties calculated with ωB97M-V with the def2-TZVPD basis set.

Each line ends with the natural charge from an NBO analysis.
Element x y z (Å)
C: 3.87516 -4.32615 -1.23172  -0.72
C: 2.65133 -3.66652 -0.67706  0.42
O: 1.51993 -3.85048 -1.03312  -0.56
S: 3.02881 -2.54071 0.64613  0.19
C: 1.34571 -2.02819 1.10314  -0.53
H: 0.72649 -2.92488 1.07225  0.26
H: 1.41477 -1.63514 2.11682  0.25
C: 0.81000 -0.96603 0.15411  -0.32
C: 1.52125 0.35766 0.39592  0.70
O: 1.70385 0.80906 1.50560  -0.64
N: 1.93379 0.99004 -0.73408  -0.60
H: 1.57645 0.67077 -1.62268  0.41
C: 2.30824 2.38523 -0.68363  -0.33
H: 2.70813 2.60011 0.30837  0.26
C: 1.05428 3.22246 -0.93000  0.79
O: 0.22898 2.93781 -1.75864  -0.60
O: 0.97159 4.24663 -0.09293  -0.49
C: -0.25498 4.98376 -0.11741  -0.11
C: -1.42923 4.12551 0.28156  0.04
C: -1.28107 3.15261 1.26223  -0.26
C: -2.35328 2.35251 1.61455  -0.19
C: -3.58033 2.51905 0.99613  -0.22
C: -3.73290 3.49196 0.02312  -0.20
C: -2.66116 4.29006 -0.33568  -0.23
H: -2.77894 5.04033 -1.10392  0.21
H: -4.68686 3.62422 -0.46544  0.21
H: -4.41405 1.88923 1.26869  0.21
H: -2.22847 1.59730 2.37596  0.21
H: -0.32252 3.01035 1.74053  0.23
H: -0.41193 5.39491 -1.12028  0.20
H: -0.10030 5.79922 0.59443  0.21
H: 3.05876 2.59820 -1.44865  0.23
C: -0.69234 -0.71853 0.41063  -0.41
C: -1.50189 -1.94489 0.10169  -0.03
C: -1.76686 -2.29396 -1.21637  -0.15
C: -2.47149 -3.44607 -1.51177  -0.22
C: -2.92277 -4.26520 -0.49089  -0.22
C: -2.67008 -3.92286 0.82578  -0.21
C: -1.96232 -2.77028 1.11902  -0.22
H: -1.76623 -2.50723 2.14940  0.21
H: -3.02100 -4.55646 1.62751  0.21
H: -3.46995 -5.16748 -0.72087  0.21
H: -2.66708 -3.70773 -2.54119  0.21
H: -1.41925 -1.65592 -2.01636  0.20
H: -1.01998 0.11497 -0.21727  0.23
H: -0.81849 -0.42747 1.45475  0.22
H: 0.94587 -1.30084 -0.87793  0.22
H: 4.72448 -3.65010 -1.19626  0.23
H: 4.10414 -5.19601 -0.61727  0.25
H: 3.68777 -4.65967 -2.24966  0.24

Results
- calculated total energy (eV) = -42667.1032
- highest occupied orbital energy (Eh) = -0.3295
- SMILES string = CC(=O)SC[C@@H](Cc1ccccc1)C(=O)NCC(=O)OCc1ccccc1
- 2S+1 = 1
- energy relative to the best compared isomer or geometry (same formula, charge and spin) (kJ/mol) = 9.7
- orbital gap (Eh) = 0.3554



# 4
Below is 2 unconnected molecules or ions with the total composition C21H23Si, with properties calculated with ωB97M-V with the def2-TZVPD basis set.

Each line ends with the natural charge from an NBO analysis.
Element x y z (Å)
C: -0.02413 3.88290 -0.66307  -0.73
C: -0.62225 2.83191 0.20903  0.46
C: 0.22888 2.38983 1.34135  -0.72
C: -2.02910 2.62318 0.18425  -0.14
C: -2.64474 1.55729 0.91438  -0.09
C: -4.02815 1.38820 0.90492  -0.22
C: -4.84859 2.27670 0.19298  -0.07
C: -4.27824 3.33626 -0.52485  -0.23
C: -2.89650 3.50421 -0.54887  -0.10
H: -0.51986 3.95998 -1.63573  0.25
H: -0.11079 4.85272 -0.14832  0.29
H: 1.04080 3.70407 -0.83892  0.27
H: -0.13633 1.49935 1.86230  0.25
H: 1.24898 2.18734 0.99127  0.27
H: 0.29985 3.21179 2.07548  0.29
H: -2.01605 0.87250 1.49419  0.23
H: -4.47087 0.56923 1.47555  0.25
H: -5.93620 2.14500 0.20098  0.25
H: -4.91110 4.04754 -1.05579  0.25
H: -2.47081 4.35644 -1.08571  0.23
H: 0.31450 0.52971 -0.66415  -0.22
Si: 0.91320 -0.83276 -1.05703  1.17
C: 2.71302 -1.08182 -0.65214  -0.49
C: 3.58349 -1.84138 -1.46421  -0.19
C: 4.91618 -2.03892 -1.06000  -0.20
C: 5.38108 -1.47688 0.13774  -0.20
C: 4.51134 -0.73496 0.94442  -0.23
C: 3.17757 -0.53637 0.55960  -0.15
C: -0.07585 -2.30601 -0.50353  -0.39
C: -0.68656 -2.22775 0.76240  -0.24
C: -1.39551 -3.33052 1.25875  -0.21
C: -1.49801 -4.50653 0.50741  -0.20
C: -0.87767 -4.59194 -0.74796  -0.20
C: -0.16799 -3.49254 -1.26226  -0.22
H: 0.85130 -0.86990 -2.49858  -0.18
H: 3.21755 -2.29385 -2.39444  0.22
H: 5.58788 -2.63231 -1.68068  0.23
H: 6.42309 -1.61923 0.44018  0.23
H: 4.85957 -0.30697 1.88208  0.22
H: 2.49119 0.01388 1.20960  0.18
H: -0.57802 -1.32137 1.36528  0.19
H: -1.86187 -3.26059 2.23959  0.22
H: -2.06099 -5.35966 0.89730  0.23
H: -0.94307 -5.51303 -1.32735  0.23
H: 0.32981 -3.56474 -2.23746  0.22

Results
- calculated total energy (eV) = -30020.0530
- highest occupied orbital energy (Eh) = -0.4173
- net charge = +1
- 2S+1 = 1
- orbital gap (Eh) = 0.2014



# 5
Below is a molecular structure, C21H24BiN2OP2S, with properties calculated with ωB97M-V with the def2-TZVPD basis set.

Each line ends with the Mulliken charge.
Element x y z (Å)
C: -1.46540 3.38231 -1.72527  -0.35
C: -1.28400 2.02531 -1.50937  0.09
C: -0.01360 1.43511 -1.84807  0.18
C: 1.05880 2.26811 -2.35447  0.65
C: 0.81180 3.66171 -2.56357  -0.89
C: -0.42450 4.19711 -2.26367  -0.77
C: 2.29870 1.64911 -2.59587  -0.89
C: 2.47800 0.28041 -2.32417  0.65
C: 1.32890 -0.45719 -1.83897  0.16
C: 1.45500 -1.85489 -1.51147  0.15
C: 2.68710 -2.46769 -1.67757  -0.37
C: 3.81600 -1.74809 -2.17217  -0.80
C: 3.72130 -0.40779 -2.48867  -0.93
H: -2.42460 3.84601 -1.46867  0.43
H: 1.61880 4.29291 -2.95117  0.44
H: -0.61300 5.26411 -2.42207  0.38
H: 3.13680 2.24191 -2.98057  0.45
H: 2.80120 -3.52739 -1.42247  0.44
H: 4.76970 -2.27269 -2.29147  0.38
H: 4.59250 0.14681 -2.85407  0.44
N: 0.13090 0.11621 -1.64467  -0.05
Bi: 0.00000 0.00001 1.87493  1.65
C: -2.31390 1.15021 -0.85617  -1.14
H: -2.28450 0.13801 -1.29067  0.35
H: -3.32630 1.57751 -0.96477  0.73
C: 0.25470 -2.54269 -0.93777  -1.21
H: -0.65840 -2.18679 -1.44207  0.45
H: 0.33200 -3.63969 -1.03767  0.79
P: -2.00370 0.93781 0.99353  0.49
P: 0.00200 -2.16239 0.90023  0.75
C: 1.31010 -3.27329 1.60883  -1.36
H: 1.20540 -3.29449 2.70633  0.45
H: 1.24590 -4.30219 1.21073  0.42
H: 2.29830 -2.84589 1.37113  0.43
C: -1.51180 -3.21549 1.17383  -1.23
H: -1.35680 -4.25689 0.83903  0.40
H: -1.76740 -3.21549 2.24713  0.41
H: -2.35900 -2.78169 0.61613  0.33
C: -2.32280 2.66341 1.57673  -1.32
H: -3.26910 3.06861 1.17443  0.37
H: -2.35310 2.65631 2.67813  0.46
H: -1.47790 3.29751 1.26393  0.41
C: -3.59820 0.10831 1.47513  -1.24
H: -3.62210 -0.01999 2.57073  0.40
H: -4.47610 0.70111 1.16203  0.41
H: -3.64830 -0.88899 1.00843  0.32
C: 1.68070 -0.18639 2.66133  -0.07
O: 2.75740 -0.21339 3.11743  -0.35
H: 0.78230 0.65571 0.70173  -0.11
S: 0.00000 0.00001 3.87493  -0.32
C: 0.00000 0.00001 5.68493  0.08
N: 0.00000 0.00001 6.94583  -0.54

Results
- calculated total energy (eV) = -62427.1680
- highest occupied orbital energy (Eh) = -0.3554
- net charge = +1
- 2S+1 = 1
- orbital gap (Eh) = 0.2156



# 6
Below is 16 unconnected molecules or ions with the total composition C21H24BrCl45O3, with properties calculated with ωB97M-V with the def2-TZVPD basis set.

Each line ends with the Mulliken charge.
Element x y z (Å)
C: 2.71034 0.43854 2.60774  -0.70
C: 1.95187 0.42425 1.29714  -0.12
Br: 3.22723 -0.28362 -0.02871  -0.20
C: 0.74165 -0.50692 1.29871  -1.23
C: -0.60830 0.19876 1.20010  0.31
C: -1.53004 0.26537 2.36365  -0.60
O: -1.36678 1.62764 2.78199  -0.16
C: -1.00228 2.29865 1.69104  0.48
O: -0.96044 3.45517 1.55300  -0.55
O: -0.67729 1.49111 0.64920  -0.40
H: 2.12971 0.83475 3.42439  -0.07
H: 3.53376 1.11663 2.46279  0.10
H: 3.15785 -0.51626 2.80970  0.40
H: 1.70802 1.44369 1.07890  0.59
H: 0.73756 -1.19292 2.12978  0.43
H: 0.82361 -1.12836 0.42879  0.72
H: -1.13702 -0.41415 0.48880  0.37
H: -1.49541 -0.49685 3.11742  0.34
H: -2.54591 0.18045 1.99539  0.33
C: -3.37454 2.90635 5.74239  0.46
Cl: -2.46802 2.05298 6.99239  -0.12
Cl: -4.73948 1.92690 5.18068  -0.07
Cl: -3.97799 4.44581 6.37165  -0.17
H: -2.70971 3.11054 4.91475  -0.14
C: -5.08350 1.89420 -2.47458  -0.03
Cl: -6.50938 2.86082 -2.07860  -0.13
Cl: -5.35379 0.19591 -2.06896  0.02
Cl: -4.67152 2.06417 -4.18044  -0.05
H: -4.25275 2.25705 -1.88695  0.22
C: 2.58867 -1.33943 6.23569  -0.18
Cl: 3.58803 0.09935 6.44784  -0.09
Cl: 0.98601 -0.90834 5.62559  -0.06
Cl: 3.37559 -2.50137 5.16544  -0.13
H: 2.46230 -1.80485 7.20128  0.43
C: -6.23407 -3.61286 -0.73637  0.70
Cl: -5.78620 -2.95375 -2.31210  -0.14
Cl: -6.07836 -5.36983 -0.73582  -0.14
Cl: -5.26463 -2.91231 0.56876  -0.06
H: -7.27345 -3.35916 -0.55972  -0.38
C: 7.14129 1.53111 2.43708  0.22
Cl: 8.17733 2.73149 3.20912  -0.11
Cl: 6.16971 0.68652 3.64948  -0.09
Cl: 6.11266 2.29303 1.22005  -0.12
H: 7.77177 0.80898 1.94193  0.08
C: -9.26561 -1.77062 -2.71742  0.23
Cl: -9.02397 -0.02878 -2.77096  -0.08
Cl: -9.27546 -2.34547 -1.04086  -0.18
Cl: -10.76117 -2.22390 -3.53324  -0.13
H: -8.44122 -2.24408 -3.22968  0.15
C: -2.63947 7.36281 8.28215  0.52
Cl: -3.45402 8.02289 9.70123  -0.13
Cl: -2.59827 8.55067 6.97824  -0.12
Cl: -1.01069 6.82894 8.69724  -0.11
H: -3.20232 6.50571 7.94337  -0.13
C: -4.68577 1.78868 -8.43422  0.07
Cl: -4.27493 2.41736 -10.03092  -0.13
Cl: -4.53151 0.03294 -8.39694  -0.12
Cl: -3.67608 2.53028 -7.19265  -0.12
H: -5.71465 2.04111 -8.22643  0.28
C: 1.17638 3.82065 5.50362  -0.16
Cl: 2.90574 3.56628 5.25640  -0.09
Cl: 0.25177 2.84358 4.37403  0.05
Cl: 0.73350 3.47495 7.17281  -0.12
H: 0.95603 4.85974 5.30708  0.33
C: 2.06098 -0.87461 -4.21786  0.33
Cl: 1.06262 -0.36203 -2.85674  -0.04
Cl: 2.12192 0.38304 -5.45416  -0.15
Cl: 3.68620 -1.29111 -3.67688  -0.06
H: 1.61255 -1.75691 -4.65173  -0.10
C: 2.64729 -4.71844 -6.27161  0.73
Cl: 1.64820 -4.21690 -4.90284  -0.15
Cl: 2.70016 -3.45080 -7.49737  -0.11
Cl: 4.27368 -5.13469 -5.73689  -0.11
H: 2.19798 -5.59673 -6.71257  -0.36
C: 7.45356 -1.27358 -5.92197  -0.05
Cl: 8.27292 -2.14365 -4.62215  -0.13
Cl: 6.30918 -2.32973 -6.74941  -0.06
Cl: 6.63900 0.15765 -5.29529  -0.10
H: 8.19730 -0.95371 -6.63582  0.34
C: -6.33886 -2.13744 4.91188  -0.01
Cl: -4.58161 -2.05787 4.74971  -0.08
Cl: -7.01296 -0.54924 5.27658  -0.12
Cl: -7.10184 -2.82825 3.47518  -0.09
H: -6.56960 -2.79335 5.73758  0.31
C: 1.89693 -7.58742 -9.43849  0.02
Cl: 0.88741 -7.09888 -8.07232  -0.14
Cl: 1.95116 -6.31499 -10.65554  -0.10
Cl: 3.52126 -7.99648 -8.88944  -0.10
H: 1.45661 -8.46624 -9.88468  0.33
C: 10.95273 1.98565 0.42057  -0.04
Cl: 9.67375 2.63302 -0.60498  -0.09
Cl: 11.49129 3.19451 1.58570  -0.10
Cl: 10.40509 0.52140 1.24481  -0.11
H: 11.79127 1.72363 -0.20642  0.35

Results
- calculated total energy (eV) = -661859.1344
- highest occupied orbital energy (Eh) = -0.3585
- 2S+1 = 1
- orbital gap (Eh) = 0.3606



Short version: maximum force = 0.064; 0.003; 0.014; 0.039; 0.360; 0.061 hartree/bohr, in the order given.